Entry 1:
The following is a quantum chemistry calculation of C5H5FO2 in the gas phase in a non-equilibrium geometry, from the Open Molecules 2025 dataset.

Output
Orbital gap (eV): 9.7
Structure (SMILES): O=C1C[C@@]2(F)C[C@@H]2O1
Total energy (Eh): -443.7154

Last column: Löwdin charge in e.
Positions of all 13 atoms, in Å:
O -1.83 1.88 -1.00  0.131
C -1.16 0.96 -0.57  -0.383
C -0.61 0.68 0.89  0.004
C 0.67 0.11 0.45  -0.284
F 1.33 1.21 -0.20  -0.001
C 1.34 -1.07 -0.07  -0.006
C -0.08 -0.95 -0.73  -0.143
O -0.87 -0.08 -1.44  0.055
H -0.42 1.56 1.35  0.090
H -1.28 -0.03 1.43  0.152
H 2.17 -0.76 -0.66  0.113
H 1.49 -1.95 0.53  0.117
H -0.74 -1.58 0.02  0.157

---

Entry 2:
The following is a quantum chemistry calculation of C4H10N2 in the gas phase in a non-equilibrium geometry, from the Open Molecules 2025 dataset.

Output
Orbital gap (eV): 9.1
Structure (SMILES): CC/C(N)=C/N
Total energy (Eh): -267.8565

Last column: Löwdin charge in e.
Positions of all 16 atoms, in Å:
C 0.71 -1.89 0.68  -0.103
C 1.19 -0.64 -0.09  -0.225
C 0.24 0.51 -0.21  -0.349
N 0.81 1.68 -0.80  0.054
C -1.09 0.34 -0.18  -0.145
N -1.96 1.41 0.30  -0.009
H 1.48 -2.62 0.41  0.067
H 0.86 -1.74 1.74  0.073
H -0.24 -2.29 0.34  0.058
H 2.00 -0.23 0.52  0.112
H 1.62 -0.83 -1.08  0.110
H 0.84 1.66 -1.80  0.079
H 0.36 2.53 -0.47  0.069
H -1.61 -0.61 -0.11  0.090
H -2.50 1.02 1.06  0.060
H -2.70 1.71 -0.33  0.059

---

Entry 3:
The following is a quantum chemistry calculation of C4H4N2O2 in the gas phase in a non-equilibrium geometry, from the Open Molecules 2025 dataset.

Output
Orbital gap (eV): 8.8
Structure (SMILES): O/N=c1/nccco1
Total energy (Eh): -414.6641

Last column: Löwdin charge in e.
Positions of all 12 atoms, in Å:
O 2.87 0.29 0.06  -0.067
N 2.05 -0.86 -0.12  0.086
C 0.88 -0.34 -0.19  -0.345
N -0.19 -1.34 -0.17  0.133
C -1.39 -1.08 0.12  -0.137
C -1.68 0.31 -0.07  -0.073
C -0.78 1.28 -0.09  -0.069
O 0.58 1.01 -0.07  0.062
H 3.70 -0.11 0.29  0.079
H -2.13 -1.77 0.16  0.079
H -2.87 0.36 0.18  0.160
H -1.05 2.26 -0.11  0.094

---

Entry 4:
The following is a quantum chemistry calculation of 11 unconnected molecules or ions with the total composition C5H32N2O10 in a non-equilibrium geometry, from the Open Molecules 2025 dataset.

Output
Orbital gap (eV): 8.2
Structure (SMILES): N/C=C/CCCN.O.O.O.O.O.O.O.O.O.O
Total energy (Eh): -1071.4755

Last column: Löwdin charge in e.
Positions of all 49 atoms, in Å:
N -0.32 -2.92 0.78  0.069
C -1.58 -2.92 0.14  -0.227
C -1.70 -3.11 -1.10  -0.217
C -2.75 -2.65 -2.04  -0.188
C -2.16 -1.58 -3.01  -0.239
C -1.76 -0.23 -2.57  -0.263
N -0.62 -0.29 -1.65  0.024
H 0.32 -2.32 0.35  0.028
H -0.37 -2.77 1.72  0.016
H -2.41 -2.97 0.98  0.152
H -0.77 -3.30 -1.64  0.119
H -3.57 -2.14 -1.44  0.131
H -2.95 -3.63 -2.54  0.121
H -1.46 -2.16 -3.70  0.134
H -2.87 -1.27 -3.76  0.096
H -2.70 0.13 -1.97  0.154
H -1.55 0.42 -3.36  0.079
H -0.90 -0.01 -0.67  0.083
H -0.28 -1.16 -1.72  -0.031
O -1.65 1.09 1.35  -0.020
H -2.48 1.46 1.52  0.005
H -1.46 0.73 2.22  0.005
O 3.81 -1.26 0.91  -0.115
H 3.70 -2.10 0.41  0.052
H 2.98 -0.80 0.64  -0.004
O 1.95 1.10 0.22  -0.070
H 2.60 0.94 -0.49  0.073
H 1.01 1.04 -0.13  0.062
O -0.93 -0.12 4.22  -0.025
H -0.34 0.10 4.85  -0.024
H -1.74 -0.58 4.61  0.096
O 2.31 -1.37 -1.28  -0.089
H 2.49 -1.95 -2.08  0.103
H 1.56 -0.76 -1.39  0.007
O 0.02 2.89 -2.18  0.026
H 0.58 3.05 -2.88  0.015
H 0.49 2.86 -1.40  -0.043
O 2.32 1.81 3.04  -0.111
H 2.55 1.35 2.21  0.000
H 1.32 1.58 3.21  0.083
O 1.73 3.99 0.21  -0.003
H 2.00 3.35 0.79  -0.045
H 1.28 4.65 0.71  0.045
O 1.70 -1.51 2.28  -0.106
H 2.67 -1.22 2.46  0.074
H 1.72 -2.44 2.46  0.020
O -2.53 4.35 -1.29  0.016
H -1.84 3.88 -1.57  -0.080
H -3.13 3.83 -0.80  0.011

---

Highest occupied orbital energy list, top to bottom, in eV: -9.0174 -8.2507 -8.6938 -8.1199
Energy above the lowest of the compared OMol25 structures with the same formula, charge and spin list, top to bottom, in kcal per mole: 87.1 43.2 114.3 128.0
LUMO energy list, top to bottom, in eV: 0.647 0.898 0.093 0.035